C2H8N4 | ωB97M-V/def2-TZVPD

```
! wB97M-V def2-TZVPD RIJCOSX def2/J DEFGRID3
* xyz 2 1
H -3.071 -0.776 -0.257
N 0.211 -0.309 1.327
H 2.067 0.610 -2.317
N 1.746 0.299 -0.329
H 1.615 1.515 1.233
C 1.164 0.522 0.728
N -0.565 -0.970 0.617
H -2.107 0.384 -1.251
H -1.131 -1.658 1.071
H 3.294 -0.413 -1.445
N -2.478 0.128 -0.355
C 2.336 0.095 -1.356
H -3.035 0.771 0.068
H -0.044 -0.199 2.266
*
```

As for the energy: -8141.13722 eV. The HOMO energy (alpha / beta) is -18.97 / -18.97 eV. The value obtained for the HOMO-LUMO gap (alpha / beta) is 7.645 / 7.646 eV. The value obtained for the energy above the lowest of the compared OMol25 structures with the same formula, charge and spin is 533.7 kJ/mol.


C2H8N4 | ωB97M-V/def2-TZVPD

```
! wB97M-V def2-TZVPD RIJCOSX def2/J DEFGRID3
* xyz 2 1
H -0.494 -0.402 1.441
N 1.914 -0.798 -0.066
H -1.356 1.324 -0.888
H 2.110 -1.249 0.868
H -2.449 -1.354 -0.042
H -2.106 1.141 0.708
H 1.447 1.031 0.879
C -1.611 0.622 -0.094
N 0.641 -0.310 -0.440
N -0.565 -0.283 0.329
N -1.642 -0.780 -0.347
H 0.321 -0.726 -1.432
C 1.698 0.564 -0.061
H 2.093 1.220 -0.855
*
```

As for the energy: -8138.41913 eV. The HOMO energy is -21.43 eV. The structure (SMILES) is C1N[N@H+]1[N@H+]1CN1. The value obtained for the HOMO-LUMO gap is 12.890 eV. The value obtained for the energy above the lowest of the compared OMol25 structures with the same formula, charge and spin is 795.9 kJ/mol.


C2H8N4O | ωB97M-V/def2-TZVPD

```
! wB97M-V def2-TZVPD RIJCOSX def2/J DEFGRID3
* xyz 0 1
H -2.771 -0.990 -1.055
H -1.304 -2.057 -0.480
N 0.953 -1.225 0.210
N 0.288 1.980 0.335
H 2.229 -2.258 0.261
H 1.140 2.342 1.104
C 0.465 -0.181 -0.248
H -0.322 2.919 -0.384
H -2.391 -1.177 1.355
H 2.043 0.949 -0.305
O 2.443 -1.111 -0.036
C -1.817 -1.069 0.042
N -0.882 -0.068 -0.222
N 1.022 1.003 -0.584
H -1.096 0.942 0.007
*
```

As for the energy: -10202.01927 eV. The HOMO energy is -8.19 eV. The value obtained for the HOMO-LUMO gap is 8.419 eV. The value obtained for the energy above the lowest of the compared OMol25 structures with the same formula, charge and spin is 1022.1 kJ/mol.


C2H8N4O2 | ωB97M-V/def2-TZVPD

```
! wB97M-V def2-TZVPD RIJCOSX def2/J DEFGRID3
* xyz 0 1
N 0.262 -1.323 0.852
O 1.402 1.136 1.270
N 0.826 0.980 -0.980
N -1.524 -1.669 -0.668
H 0.460 1.451 1.232
H -0.023 -1.841 1.672
O -1.434 0.203 0.585
H -0.191 2.456 -1.788
H -2.528 -1.653 -0.590
N -0.015 2.092 -0.860
H 1.235 -1.575 0.741
H 2.644 0.359 -0.173
H -1.083 -2.529 -0.946
H -0.898 1.830 -0.419
C -0.815 -0.734 0.074
C 1.682 0.815 -0.001
*
```

As for the energy: -12256.70692 eV. The HOMO energy is -8.58 eV. The structure (SMILES) is N/N=C\O.NC(N)=O. The value obtained for the HOMO-LUMO gap is 9.089 eV. The value obtained for the energy above the lowest of the compared OMol25 structures with the same formula, charge and spin is 419.6 kJ/mol.


C2H8N4O2 | ωB97M-V/def2-TZVPD

```
! wB97M-V def2-TZVPD RIJCOSX def2/J DEFGRID3
* xyz 0 1
H 0.238 0.760 -2.250
H 1.335 -1.392 -1.022
N -1.304 1.880 0.269
N -0.093 1.547 -1.688
C -0.546 1.218 -0.469
H -1.367 1.584 1.234
H -0.122 -1.847 -1.577
H -1.141 -0.805 1.507
H 1.419 0.478 1.535
H -0.332 2.468 -2.014
H 0.745 -2.111 2.061
N -0.225 -0.351 -0.289
O 0.574 -1.952 1.124
N 0.436 -1.030 -1.333
C -0.146 -0.768 1.036
O 0.528 0.322 1.876
*
```

As for the energy: -12257.53363 eV. The HOMO energy is -9.01 eV. The structure (SMILES) is [H]/N=C(/N)N(N)C(O)O. The value obtained for the HOMO-LUMO gap is 9.581 eV. The value obtained for the energy above the lowest of the compared OMol25 structures with the same formula, charge and spin is 339.8 kJ/mol.


C2H8N4OS | ωB97M-V/def2-TZVPD

```
! wB97M-V def2-TZVPD RIJCOSX def2/J DEFGRID3
* xyz 2 1
N 6.573 4.497 0.465
N 7.706 -0.918 0.177
H -15.814 -0.121 -0.799
H -16.456 -1.656 -0.504
N 8.435 -1.840 0.460
H -17.367 -0.276 -1.119
O 6.648 2.317 -0.416
C 9.301 -2.682 0.596
H -16.696 -0.400 0.474
S 6.232 -0.931 -0.302
H 9.677 -3.169 -0.296
H 6.174 0.349 -0.439
N -16.650 -0.677 -0.457
C 6.503 3.412 -0.007
H 6.031 5.280 0.619
H 9.706 -3.185 1.548
*
```

As for the energy: -21028.32807 eV. The HOMO energy is -14.98 eV. The value obtained for the HOMO-LUMO gap is 8.758 eV. The value obtained for the energy above the lowest of the compared OMol25 structures with the same formula, charge and spin is 34.2 kJ/mol.


C2H8N4S | ωB97M-V/def2-TZVPD

```
! wB97M-V def2-TZVPD RIJCOSX def2/J DEFGRID3
* xyz 2 1
C -0.300 -0.333 -0.625
H 1.595 2.141 -0.093
N -1.760 -2.242 -1.031
H 1.803 -1.416 0.372
N 0.680 0.357 0.004
S 0.168 1.967 2.136
N 1.699 -0.386 0.510
N -0.421 -1.601 -0.549
H 2.410 0.067 1.050
C 0.607 1.752 0.189
H -0.099 2.123 -0.603
H -1.157 2.186 1.863
H -1.048 0.385 -0.951
H -1.612 -3.240 -0.830
H -2.565 -1.761 -1.443
*
```

As for the energy: -18975.17558 eV. The HOMO energy (alpha / beta) is -18.43 / -18.43 eV. The value obtained for the HOMO-LUMO gap (alpha / beta) is 5.458 / 5.457 eV. The value obtained for the energy above the lowest of the compared OMol25 structures with the same formula, charge and spin is 674.3 kJ/mol.


C2H8N5O | ωB97M-V/def2-TZVPD

```
! wB97M-V def2-TZVPD RIJCOSX def2/J DEFGRID3
* xyz 1 1
H -1.535 0.406 2.690
N -1.149 -0.221 1.984
H 0.860 -0.056 -2.526
O 0.757 0.800 0.448
H 4.264 3.784 -1.019
N 2.092 1.370 -1.356
N 0.429 -0.101 -1.611
C 1.029 0.716 -0.729
N 3.727 3.152 -1.573
H -0.418 -1.948 -1.022
H -0.433 0.140 1.255
H -0.831 -1.030 2.444
H -1.307 -0.957 -1.999
H -2.034 -0.380 1.394
N -0.619 -0.943 -1.243
C 2.897 2.338 -1.311
*
```

As for the energy: -11694.49215 eV. The HOMO energy is -13.16 eV. The value obtained for the HOMO-LUMO gap is 9.901 eV. The value obtained for the energy above the lowest of the compared OMol25 structures with the same formula, charge and spin is 53.9 kJ/mol.